# C49H116F6N7O11

A 9-piece molecular cluster, C49H116F6N7O11 overall (wB97M-V/def2-TZVPD, OMol25).

The geometry in ORCA input format:
```
! wB97M-V def2-TZVPD RIJCOSX def2/J DEFGRID3
* xyz 5 1
F 2.88061 -14.91745 0.37032
F 2.76002 -7.78386 2.23786
F 3.63233 -12.95026 0.83542
F 1.31136 -6.56458 3.12695
F 1.51519 -13.29144 0.81599
F 1.53940 -6.64391 0.99323
O 1.58045 -13.76971 -2.23944
O -3.24319 -20.32289 2.88101
O 3.43867 -10.33811 -6.96905
O 5.32127 -14.61960 8.88068
O -5.73136 -12.54245 -6.90200
O 4.21915 -5.58201 1.12902
O 3.84515 -13.60527 -1.93754
O 2.87264 -4.19030 2.40767
O 3.86982 -18.08743 -5.59312
O -5.49991 -9.37703 3.20124
O 13.48747 -9.62734 -8.33432
N 3.40688 -12.07826 -9.70743
N 14.15414 -7.87451 -10.64423
N -5.87349 -10.51412 5.30207
N -3.31627 -18.72265 1.11841
N 2.00616 -17.96080 -3.96514
N -4.60140 -11.07393 -4.35989
N 6.19727 -16.05214 6.24165
C -3.49469 -9.29865 -2.94131
C -7.33559 -10.80948 4.92578
C -3.90842 -19.77434 2.03437
C 13.23662 -10.15134 -9.63279
C 13.72593 -6.94539 -11.83690
C 15.64349 -9.30471 -12.21303
C -3.57469 -10.66681 4.09857
C 2.90095 -12.40812 -8.26358
C 4.92478 -18.04249 5.16447
C 2.23209 -6.61298 2.16856
C -4.15099 -12.29682 -5.19072
C 5.92056 -17.58130 6.25540
C 2.69599 -13.58967 0.17307
C 5.80736 -13.05846 -2.89666
C 7.29697 -14.35433 4.60428
C 3.80682 -14.68905 -9.82559
C 5.99279 -12.25576 -9.39005
C 2.37679 -11.12808 -10.32294
C -5.31418 -13.12046 -5.80849
C -4.65317 -12.23880 -2.03625
C 1.01325 -18.58247 -4.98344
C 14.22182 -7.01519 -9.32612
C -3.33043 -10.31545 -4.08803
C 2.41601 -11.31187 -7.32966
C 6.32212 -15.60897 8.81667
C -6.77528 -13.32771 -7.55867
C -3.28199 -17.28316 1.63974
C 13.11773 -10.57508 -7.30284
C 4.88441 -15.20294 6.10745
C 4.55111 -18.16291 -3.38198
C -5.03184 -10.09530 4.09108
C 5.04461 -12.95249 -1.58304
C 12.89327 -6.38333 -8.80936
C -5.41131 -11.35696 -3.06707
C 4.76493 -11.36880 -9.66615
C -5.49870 -10.20046 -5.17561
C 6.95973 -15.81811 4.93029
C 5.21859 -6.57348 1.12061
C 4.42007 -14.62259 10.00901
C 3.33948 -5.51646 2.25984
C 5.97210 -6.65373 -0.20699
C 15.51190 -8.41294 -10.93797
C 2.58542 -13.29539 -1.30821
C 12.98700 -8.92058 -10.51196
C 3.01487 -9.34661 -6.12761
C 3.49468 -13.33687 -10.63207
C -5.37997 -19.83762 2.10024
C 3.48640 -18.10815 -4.43461
C 7.10647 -15.71963 7.52469
H 13.49911 -10.37366 -6.30180
H 7.99991 -14.46235 3.77826
H 1.92131 -18.44345 -3.08198
H 6.85346 -18.14503 6.25832
H -4.76275 -14.02680 -6.05862
H 1.07724 -17.74921 -5.68321
H -6.40711 -14.27706 -7.94764
H 3.64054 -8.45406 -6.12680
H 14.13597 -10.57647 -10.07836
H -6.24224 -11.95167 -3.44652
H 4.40418 -19.02971 -2.73765
H 15.33503 -8.80630 -13.13202
H 6.33073 -16.24706 4.15025
H 12.12928 -7.08241 -8.46919
H 4.90770 -10.91178 -10.64536
H -5.81677 -9.86610 6.07470
H 4.81008 -19.10297 5.38882
H -5.51688 -11.43050 5.53265
H 6.24353 -5.62811 -0.45704
H 1.50041 -10.80935 -7.64152
H 3.76992 -13.76649 9.82870
H 0.08691 -18.66121 -4.41441
H 4.36130 -17.35128 -2.67959
H 7.92403 -16.43464 7.61670
H 5.21052 -12.59908 -3.68460
H 5.69322 -13.35093 -0.80289
H 5.94438 -14.08877 -3.22497
H 1.42222 -11.64512 -10.22510
H -3.59901 -11.69113 3.72671
H -7.15852 -12.71929 -8.37784
H -7.81327 -11.24829 5.80177
H 16.22862 -7.59217 -10.91084
H 6.12625 -12.95140 -10.21852
H 5.96934 -6.33080 1.87268
H 6.48948 -13.72500 4.23011
H -3.53325 -12.88033 -4.50807
H -6.14728 -13.34498 -5.14244
H 2.51708 -13.46598 -11.09652
H 14.68196 -6.52705 -12.15170
H 3.65726 -12.93946 -7.68584
H -7.39377 -11.52136 4.10241
H 2.95279 -15.26149 -9.46359
H -2.51815 -11.03695 -4.00005
H -2.97140 -10.00056 3.48193
H 5.48515 -17.89535 7.20403
H 6.76819 -11.49231 -9.32674
H 5.95366 -12.85549 -8.48072
H 4.10405 -13.06136 -11.49280
H -2.69715 -17.17940 2.55369
H 4.20142 -15.71473 6.78546
H 5.29415 -6.93617 -1.01242
H -3.73784 -9.58952 -1.91936
H 7.88618 -16.34767 5.15244
H 4.74499 -10.46405 -9.05859
H 6.87043 -7.24615 -0.03343
H -5.66416 -20.72543 2.66515
H -4.48838 -13.20329 -2.51658
H 4.96152 -14.58536 10.95429
H 15.75542 -8.99215 -10.04729
H -5.68965 -19.98216 1.06520
H 12.92750 -6.25333 -11.56921
H -2.92857 -16.64097 0.83303
H 2.44590 -12.21438 -1.30121
H 13.10184 -5.89007 -7.86001
H 2.09765 -11.72446 -6.37231
H 14.97484 -6.25614 -9.53802
H 13.35003 -7.51740 -12.68520
H 4.89342 -11.89552 -1.36384
H -3.65595 -11.73688 -5.98413
H 13.34447 -11.59108 -7.62601
H 7.69478 -13.71659 5.39366
H 5.94329 -16.58491 9.12020
H -7.85485 -9.89834 4.62863
H -5.64464 -18.87416 2.53590
H 5.31089 -18.06878 4.14549
H 5.08279 -14.16554 6.37679
H -6.48158 -10.63888 -5.34832
H 2.62348 -10.84591 -11.34648
H 15.01019 -10.17632 -12.04768
H 12.45217 -5.65688 -9.49188
H 4.03301 -17.43627 5.00529
H 7.02627 -15.46699 9.63650
H 3.82438 -15.53162 9.92576
H -3.81249 -18.87766 0.25247
H 7.53127 -14.72018 7.43119
H 12.40858 -10.83407 -9.82337
H 12.15038 -8.33949 -10.12401
H 2.75438 -9.74306 -5.14625
H -2.37423 -19.00754 0.89146
H -7.51776 -13.63104 -6.82056
H -2.59887 -8.68345 -2.85690
H -5.75056 -10.40699 -2.65409
H 4.38460 -15.30407 -10.51554
H -3.21845 -10.58305 5.12530
H -5.25046 -12.37277 -1.13437
H -5.51212 -9.22041 -4.69872
H 2.00715 -8.98193 -6.32661
H 1.40273 -19.53499 -5.34276
H 4.57644 -14.61975 -9.05684
H -3.67744 -11.79968 -1.82832
H -4.34042 -17.08505 1.80884
H 2.16315 -13.20662 -8.34207
H -4.28184 -8.62847 -3.28680
H 14.59085 -7.62872 -8.50424
H 4.54829 -15.20151 5.07057
H 4.81597 -7.58235 1.21101
H 6.77733 -12.56221 -2.86508
H 12.03395 -10.51890 -7.20102
H 12.72416 -9.28334 -11.50564
H 16.60729 -9.80322 -12.31640
H 1.91069 -16.98789 -3.71132
H 5.58914 -18.09890 -3.70831
H -4.95298 -10.08688 -6.11230
H -3.02436 -9.82899 -5.01419
H 3.96599 -5.62401 3.14528
H 2.37632 -10.24184 -9.68837
*
```

Electronic energy ... -101892.6124 eV
Molar mass ... 1093.49 g mol⁻¹

***

# C2H4ClN

A 2-piece molecular cluster, C2H4ClN overall (wB97M-V/def2-TZVPD, OMol25).

The geometry in ORCA input format:
```
! wB97M-V def2-TZVPD RIJCOSX def2/J DEFGRID3
* xyz 0 1
Cl 2.03435 -0.73373 0.00644
N -1.60795 0.52623 0.12868
C -1.60087 -0.71447 -0.03320
C 1.50614 0.89681 0.05830
H -2.25394 -1.36987 0.48094
H -0.98651 -1.38742 -0.64011
H 1.23755 1.30926 -0.92878
H 1.67124 1.47320 0.92773
*
```

Electronic energy ... -16147.1123 eV
Molar mass ... 77.51 g mol⁻¹
Energy relative to the best compared isomer or geometry (same formula, charge and spin) ... 3.9652 eV